Density functional theory data (ωB97M-V with the def2-TZVPD basis set) for a structure of composition C19H49N3O7Si2.

## Properties
E_tot, Ha: -2023.24971
HOMO energy, eV: -8.21
Strongest force on any atom, Eh/bohr: 0.0135

CARTESIAN COORDINATES (ANGSTROEM)
C1 -0.07822 4.93930 3.97285
C2 -0.87858 5.44118 2.77760
C3 -1.32597 4.31542 1.85026
O1 -0.32579 3.33838 1.61415
C4 0.76714 3.79845 0.83328
Si1 0.40567 3.83586 -1.01455
O2 -0.28566 5.26913 -1.44697
Si2 0.51620 6.61257 -1.98189
N1 -0.67730 2.56673 -1.53033
C5 -2.11849 2.90160 -1.54595
C6 -0.43499 1.27721 -1.00515
C7 0.87234 0.64829 -1.43636
O3 -1.23076 0.70078 -0.30402
H1 -0.63979 4.20051 4.54918
H2 0.85001 4.46319 3.65474
H3 0.18015 5.76426 4.63780
H4 -0.28105 6.16954 2.21974
H5 -1.77154 5.98213 3.10223
H6 -1.68507 4.73392 0.89855
H7 -2.15928 3.77146 2.29840
H8 1.13590 4.78049 1.16489
H9 1.59533 3.09859 0.99714
H10 1.70359 3.70775 -1.72506
H11 -0.48110 7.64591 -2.30695
H12 1.40546 7.12213 -0.91423
H13 1.31846 6.27804 -3.17488
H14 -2.58443 2.75443 -0.57144
H15 -2.24064 3.93485 -1.86141
H16 -2.62105 2.25878 -2.26836
H17 0.70039 -0.41804 -1.58012
H18 1.25820 1.10054 -2.34741
H19 1.61716 0.74623 -0.64267
C8 3.35698 0.40706 2.94353
O4 2.04219 0.52570 3.43321
C9 1.03616 0.48656 2.42149
C10 0.16947 -0.74054 2.54449
N2 0.92329 -1.93815 2.21303
C11 0.18823 -3.18142 2.36658
C12 -0.20183 -3.60986 3.77465
O5 0.90274 -3.94231 4.59760
C13 1.46570 -2.86931 5.32368
H20 4.03053 0.51373 3.79262
H21 3.53796 -0.56287 2.46580
H22 3.58711 1.19442 2.21477
H23 1.50130 0.49766 1.43040
H24 0.41120 1.37482 2.51708
H25 -0.64998 -0.63746 1.82714
H26 -0.26649 -0.75782 3.55515
H27 1.77006 -1.96683 2.76743
H28 0.79315 -3.98233 1.93325
H29 -0.71626 -3.11017 1.75387
H30 -0.80434 -4.51838 3.69231
H31 -0.82332 -2.85528 4.27334
H32 0.70700 -2.12802 5.59384
H33 2.26087 -2.35946 4.77075
H34 1.89541 -3.28052 6.23711
C14 -1.34052 -1.56657 -5.60403
O6 -2.08484 -2.62904 -5.04946
C15 -1.71775 -3.91797 -5.52669
C16 -1.15709 -4.75821 -4.40131
N3 0.12216 -4.22914 -3.95752
C17 0.67192 -4.86713 -2.76868
C18 -0.09703 -4.70187 -1.46338
O7 -0.12992 -3.36967 -0.99303
C19 -1.20535 -2.57322 -1.45077
H35 -1.75829 -0.64236 -5.20809
H36 -0.27892 -1.62099 -5.33674
H37 -1.41981 -1.54879 -6.69626
H38 -0.98347 -3.82933 -6.33335
H39 -2.61311 -4.40024 -5.92862
H40 -1.01199 -5.78196 -4.76041
H41 -1.91275 -4.79183 -3.60302
H42 0.01717 -3.23771 -3.77931
H43 1.67698 -4.46775 -2.61303
H44 0.78310 -5.93813 -2.97034
H45 0.42202 -5.28462 -0.69721
H46 -1.11752 -5.09951 -1.53348
H47 -2.10536 -3.17312 -1.61972
H48 -0.96974 -2.04201 -2.37964
H49 -1.41335 -1.82763 -0.68210


Density functional theory data (ωB97M-V with the def2-TZVPD basis set) for a structure of composition C37H63BN6PmSi.

## Properties
Spin multiplicity: 5
E_tot, Ha: -2698.87523
HOMO energy (spin up / spin down), eV: -10.01 / -9.84
Strongest force on any atom, Eh/bohr: 0.0207
Net charge: +1

CARTESIAN COORDINATES (ANGSTROEM)
Pm1 0.38235 0.30012 -0.28233
C1 2.37493 -2.80537 5.41920
C2 1.28017 -2.04787 4.65270
C3 0.24249 -1.50181 5.63020
C4 1.90250 -0.98563 3.76496
C5 2.80715 -1.35703 2.77108
C6 3.43199 -0.41490 1.96743
C7 3.23148 0.95024 2.17258
C8 4.10900 1.96828 1.50136
C9 2.29492 1.32424 3.13418
C10 1.63153 0.37358 3.90212
H1 1.92809 -3.53407 6.09586
H2 2.97326 -2.10755 6.00722
H3 3.04084 -3.34052 4.74231
H4 0.77286 -2.76753 4.00211
H5 0.69105 -0.79368 6.32927
H6 -0.17926 -2.32121 6.21192
H7 -0.58081 -1.00531 5.11153
H8 3.04999 -2.40308 2.63046
H9 4.15745 -0.74487 1.23084
H10 3.53900 2.81541 1.12678
H11 4.66530 1.53007 0.67415
H12 4.82599 2.35414 2.22877
H13 2.11198 2.37721 3.31762
H14 0.93248 0.71612 4.65323
C11 -3.02099 0.30119 -4.76466
C12 -1.75704 -0.14178 -4.11034
C13 -0.64110 -0.67086 -4.72840
C14 0.28454 -0.89981 -3.70743
N1 -0.24391 -0.54974 -2.54029
N2 -1.50453 -0.07208 -2.78353
B1 -2.61289 0.09766 -1.69524
N3 -2.55115 1.42507 -0.88837
N4 -1.66908 1.65848 0.13050
C15 -2.08458 2.74926 0.78106
C16 -3.24504 3.22996 0.17843
C17 -3.51332 2.36636 -0.87259
C18 -4.66504 2.43125 -1.81669
C19 -1.36311 3.27256 1.99759
C20 -1.33656 2.17414 3.07181
C21 -2.08819 4.50206 2.54872
C22 0.07282 3.66619 1.62873
N5 -2.55559 -1.10552 -0.72815
N6 -1.41057 -1.53730 -0.13036
C23 -1.68637 -2.71737 0.42458
C24 -3.02019 -3.05574 0.18469
C25 -3.54458 -2.00332 -0.53918
C26 -4.94539 -1.83151 -1.01927
C27 -0.65259 -3.54266 1.13301
C28 -1.13785 -3.88180 2.54759
C29 0.65673 -2.76514 1.20827
C30 -0.43882 -4.84264 0.34371
C31 1.67375 -1.45663 -3.84894
C32 1.57798 -2.87551 -4.43174
C33 2.35428 -1.53300 -2.48022
C34 2.49205 -0.56510 -4.79231
H15 -2.90084 0.23762 -5.84304
H16 -3.86320 -0.32470 -4.46835
H17 -3.26011 1.33139 -4.50272
H18 -0.51464 -0.84854 -5.78292
H19 -3.65904 0.06962 -2.24822
H20 -3.82988 4.08888 0.45643
H21 -5.23484 3.33625 -1.62081
H22 -4.33196 2.44770 -2.85337
H23 -5.32679 1.57359 -1.69244
H24 -2.35051 1.90709 3.37382
H25 -0.83763 1.27274 2.70477
H26 -0.80009 2.52636 3.95486
H27 -3.10585 4.25282 2.85213
H28 -1.55895 4.88740 3.42060
H29 -2.12779 5.29464 1.80014
H30 0.62746 2.81708 1.21249
H31 0.07533 4.46940 0.89237
H32 0.60298 4.01484 2.51640
H33 -3.54849 -3.94058 0.49816
H34 -5.55200 -2.65964 -0.66106
H35 -5.37414 -0.90144 -0.64442
H36 -4.99716 -1.81357 -2.10826
H37 -1.29946 -2.97490 3.13349
H38 -2.07748 -4.43282 2.50834
H39 -0.40070 -4.50454 3.05849
H40 0.51366 -1.82326 1.75156
H41 1.40726 -3.34048 1.74935
H42 1.04724 -2.57075 0.20495
H43 -1.35837 -5.42692 0.31484
H44 -0.13927 -4.63466 -0.68556
H45 0.33534 -5.45158 0.81469
H46 0.99328 -3.52526 -3.77706
H47 1.10571 -2.86752 -5.41368
H48 2.57797 -3.30036 -4.53429
H49 1.77209 -2.17596 -1.81577
H50 3.34633 -1.97230 -2.58385
H51 2.47055 -0.53779 -2.03198
H52 2.06047 -0.56464 -5.79361
H53 2.52247 0.46442 -4.43237
H54 3.51437 -0.93948 -4.86503
C35 2.30798 4.13005 -0.94731
Si1 2.05206 2.33519 -1.58069
C36 3.76641 1.90976 -2.33770
C37 0.88725 2.62459 -3.08905
H55 3.06141 4.62083 -1.56850
H56 2.65416 4.19656 0.08467
H57 1.38912 4.71473 -1.02099
H58 3.93602 2.51514 -3.23202
H59 3.88189 0.86165 -2.61925
H60 4.56814 2.14782 -1.63439
H61 1.25180 3.44891 -3.70832
H62 -0.12817 2.88551 -2.76889
H63 0.80822 1.74350 -3.73319


Density functional theory data (ωB97M-V with the def2-TZVPD basis set) for a cluster of 2 separate species, C2H5B in total.

## Properties
E_tot, Ha: -103.88649
HOMO energy, eV: -9.41
Strongest force on any atom, Eh/bohr: 0.1160

CARTESIAN COORDINATES (ANGSTROEM)
B1 1.07667 0.49816 0.05894
C1 -0.45212 0.52402 0.25082
C2 0.21946 -0.79420 0.01949
H1 2.08008 0.72978 -0.37068
H2 -1.21771 0.73049 0.94864
H3 -1.31374 1.11049 -0.91044
H4 0.32992 -1.58561 -0.80202
H5 0.21086 -1.24117 0.93300


Density functional theory data (ωB97M-V with the def2-TZVPD basis set) for the molecule C21H21FN4O3.

## Properties
E_tot, Ha: -1357.54136
HOMO energy, eV: -8.87
Strongest force on any atom, Eh/bohr: 0.0143
SMILES string: CCN(C(=O)CCNC(=O)Cn1cnc2ccccc2c1=O)c1ccccc1F

CARTESIAN COORDINATES (ANGSTROEM)
C1 1.87602 2.73726 -1.57959
H1 2.86203 2.79816 -1.12405
H2 1.48354 3.74451 -1.68962
C2 0.92746 1.91169 -0.71873
N1 1.35369 0.52491 -0.62234
C3 0.62191 -0.46057 -1.18360
O1 -0.43575 -0.24117 -1.75241
C4 1.21860 -1.85266 -1.04540
H3 2.19634 -1.87589 -1.52944
H4 1.35239 -2.07054 0.01705
C5 0.29976 -2.91324 -1.65988
N2 -1.01349 -2.82855 -1.06022
C6 -1.26551 -3.40085 0.13218
O2 -0.61706 -4.30314 0.61109
C7 -2.52905 -2.87116 0.83621
N3 -2.83588 -1.49532 0.51891
C8 -3.87108 -1.17094 -0.30420
N4 -4.21549 0.00714 -0.65029
C9 -3.50441 1.05955 -0.13395
C10 -3.87743 2.36714 -0.46193
C11 -3.19551 3.43199 0.07959
C12 -2.13732 3.22394 0.96437
C13 -1.74997 1.94422 1.28785
C14 -2.41843 0.85009 0.73482
C15 -1.99323 -0.50866 1.03960
O3 -1.00647 -0.81206 1.68369
H5 -0.93936 1.75596 1.97606
H6 -1.62304 4.07088 1.39345
H7 -3.48504 4.44102 -0.17452
H8 -4.70637 2.50852 -1.13669
H9 -4.44496 -2.00374 -0.69209
H10 -2.34269 -2.95798 1.91074
H11 -3.37683 -3.50495 0.56783
H12 -1.49692 -1.97738 -1.32164
H13 0.19343 -2.75155 -2.73413
H14 0.69912 -3.91080 -1.46886
C16 2.47075 0.26395 0.21214
C17 2.28953 0.09176 1.57996
C18 3.37666 -0.12405 2.40769
C19 4.65739 -0.16950 1.88132
C20 4.85672 -0.01523 0.52064
C21 3.76292 0.19661 -0.29784
F1 3.95710 0.32347 -1.62782
H15 5.84205 -0.05983 0.08431
H16 5.50482 -0.33500 2.52826
H17 3.22244 -0.26170 3.46645
H18 1.28336 0.09851 1.97211
H19 -0.07140 1.89983 -1.16021
H20 0.86918 2.33502 0.28852
H21 1.97548 2.29035 -2.56538


Density functional theory data (ωB97M-V with the def2-TZVPD basis set) for the ion C4H11N2 with charge +1.

## Properties
E_tot, Ha: -268.25400
HOMO energy, eV: -13.32
Strongest force on any atom, Eh/bohr: 0.0389
Net charge: +1
SMILES string: CC/C(N)=C/[NH3+]

CARTESIAN COORDINATES (ANGSTROEM)
C1 0.22514 2.19572 -0.31740
C2 0.40288 1.19677 0.81078
C3 -0.03780 -0.23236 0.48097
C4 0.47141 -0.79716 -0.62396
N1 -0.16368 -2.06986 -1.14790
N2 -0.88707 -0.84936 1.35157
H1 0.90401 2.04013 -1.15538
H2 -0.77283 2.09671 -0.75133
H3 0.37370 3.19742 0.07588
H4 1.44106 1.15919 1.13566
H5 -0.23401 1.46454 1.65030
H6 1.13099 -0.30038 -1.30707
H7 -0.06837 -2.89447 -0.58079
H8 0.21178 -2.25851 -2.08569
H9 -1.12910 -1.79111 -1.27976
H10 -0.73213 -1.82760 1.56877
H11 -1.13597 -0.32966 2.17535


Density functional theory data (ωB97M-V with the def2-TZVPD basis set) for a cluster of 9 separate species, C5H29N2O9 in total.

## Properties
E_tot, Ha: -994.24875
HOMO energy, eV: -11.48
Strongest force on any atom, Eh/bohr: 0.1115
Net charge: +1

CARTESIAN COORDINATES (ANGSTROEM)
N1 1.33524 -1.11639 -1.27919
C1 1.85661 -0.40930 -0.00673
C2 2.93930 0.58002 -0.38510
C3 0.72060 0.40918 0.71745
N2 -0.47344 -0.54298 1.00170
C4 -1.76012 -0.22592 0.45482
C5 -2.07122 -1.02677 -0.71352
O1 -1.24132 -1.63573 -1.24309
H1 2.07907 -1.17427 -1.99952
H2 0.45902 -0.53162 -1.48680
H3 1.05088 -2.12650 -1.19706
H4 2.21067 -1.31985 0.60737
H5 3.35781 1.01473 0.54157
H6 2.48300 1.40380 -0.95450
H7 3.71646 0.10383 -0.94144
H8 0.38754 1.38318 0.22180
H9 1.13479 0.62748 1.69774
H10 -0.50395 -0.89960 1.93066
H11 -2.51130 -0.48198 1.31943
H12 -1.93816 0.93328 0.24985
H13 -3.09589 -0.95171 -1.26359
H14 -1.41339 3.85762 0.34082
H15 -1.25095 2.82677 1.52162
O2 -1.25720 2.89710 0.51557
H16 -1.09645 -0.26481 4.58108
H17 0.15266 0.56788 4.71613
O3 -0.53803 0.34970 4.05497
H18 1.21471 -2.39634 2.07186
H19 0.23285 -2.85422 1.19093
O4 0.32830 -2.62563 2.06294
H20 -1.86517 -1.64907 -2.92917
H21 -1.05559 -0.41596 -3.65201
O5 -1.75815 -0.98029 -3.73744
H22 2.53064 -4.18167 0.09831
H23 1.03008 -4.79683 -0.36377
O6 1.51507 -3.94895 -0.19684
H24 0.03749 2.01118 -2.72957
H25 1.32656 1.35569 -3.37545
O7 0.77367 1.41106 -2.61680
H26 -1.77808 1.80628 3.46051
H27 -0.41514 2.46956 3.83039
O8 -1.24482 2.56649 3.27057
H28 -1.93197 3.47226 -3.03131
H29 -1.79149 1.98617 -3.55715
O9 -1.88118 2.52315 -2.79804